Record 1
The molecule C7H9N at a distorted geometry. Source: the OMol25 dataset; level of theory: wB97M-V/def2-TZVPD.

XYZ file:
```
17
Properties=species:S:1:pos:R:3:nbo_charge:R:1
C -2.79 0.36 0.08 -0.333
N -1.74 -0.57 -0.15 -0.565
C -0.44 -0.32 -0.01 0.198
C 0.55 -1.26 0.02 -0.255
C 1.88 -1.01 0.08 -0.184
C 2.27 0.35 -0.03 -0.257
C 1.33 1.37 0.00 -0.211
C 0.02 1.08 -0.04 -0.266
H -2.75 0.90 -0.60 0.154
H -3.79 -0.30 0.17 0.189
H -2.78 0.91 0.94 0.182
H -1.85 -1.44 0.01 0.361
H 0.02 -2.33 -0.05 0.172
H 2.40 -1.82 -0.01 0.202
H 3.32 0.45 0.12 0.208
H 1.57 2.33 0.06 0.206
H -0.86 1.80 -0.21 0.200
```

Results
- Gap between HOMO and LUMO: 8.51 eV
- SMILES string: CNc1ccccc1
- ΔE to the lowest compared entry with this formula, charge and spin: 3.933 eV
- Largest force on an atom: 0.291 hartree/bohr
- LUMO energy: 1.0 eV
- Spin multiplicity: 1

---

Record 2
The molecule C7H9N at a distorted geometry. Source: the OMol25 dataset; level of theory: wB97M-V/def2-TZVPD.

XYZ file:
```
17
Properties=species:S:1:pos:R:3:nbo_charge:R:1
C -1.32 -0.58 -1.87 -0.630
C -0.63 -0.27 -0.55 -0.068
C -1.09 -0.77 0.65 -0.170
C -0.52 -0.61 1.95 -0.256
C 0.49 0.27 2.02 -0.184
C 1.09 0.75 0.75 -0.263
C 0.55 0.42 -0.45 0.170
N 1.30 0.84 -1.65 -0.839
H -2.37 -1.00 -1.73 0.223
H -1.43 0.34 -2.46 0.228
H -0.69 -1.28 -2.47 0.213
H -1.94 -1.30 0.55 0.193
H -0.72 -1.23 2.80 0.220
H 1.05 0.54 2.94 0.211
H 1.86 1.50 0.74 0.205
H 2.32 1.19 -1.42 0.375
H 1.36 0.13 -2.38 0.371
```

Results
- Gap between HOMO and LUMO: 9.27 eV
- SMILES string: Cc1ccccc1N
- ΔE to the lowest compared entry with this formula, charge and spin: 0.878 eV
- Largest force on an atom: 0.089 hartree/bohr
- LUMO energy: 1.0 eV
- Spin multiplicity: 1

---

Record 3
The molecule C7H9N at a distorted geometry. Source: the OMol25 dataset; level of theory: wB97M-V/def2-TZVPD.

XYZ file:
```
17
Properties=species:S:1:pos:R:3:nbo_charge:R:1
C -1.54 -1.63 -0.51 -0.390
C -0.82 -0.53 -0.65 -0.019
C 0.69 -0.17 -0.15 -0.002
C 1.50 -1.44 -0.12 -0.587
C 0.74 0.70 0.98 0.279
N 1.45 1.74 1.17 -0.779
C -0.56 0.60 0.20 -0.030
C -1.14 1.90 -0.31 -0.618
H -1.90 -1.99 0.45 0.200
H -1.78 -2.23 -1.38 0.202
H 1.14 -2.13 0.65 0.224
H 2.55 -1.21 0.10 0.230
H 1.49 -1.94 -1.09 0.217
H 2.08 1.62 1.97 0.370
H -0.41 2.45 -0.91 0.243
H -1.46 2.52 0.53 0.238
H -2.03 1.75 -0.93 0.222
```

Results
- Gap between HOMO and LUMO (spin up / spin down): 6.97 / 6.24 eV
- SMILES string: C=C1[C@@]2(C)C(=N)[C@]12C
- ΔE to the lowest compared entry with this formula, charge and spin: 10.790 eV
- Largest force on an atom: 0.100 hartree/bohr
- LUMO energy (spin up / spin down): -0.6 / -1.1 eV
- Spin multiplicity: 1

---

Q: What is the spin multiplicity in the second record?
A: 1

---

Q: What is the ΔE to the lowest compared entry with this formula, charge and spin in the third record?
A: 10.790 eV